Computed, not measured: a single C13H16N2O2S molecule, with wB97M-V/def2-TZVPD.

```
34
Properties=species:S:1:pos:R:3:mulliken_charge:R:1
C -0.76513 2.20280 2.04286 -1.125
C -1.28206 2.75198 0.71968 -0.222
H -0.52156 3.39279 0.26862 0.272
C -1.64459 1.63461 -0.26427 -1.071
N -0.50208 0.83910 -0.61917 0.403
C -0.15864 -0.38504 -0.12539 0.148
N 0.97070 -0.85054 -0.57920 -0.576
C 1.43458 0.11319 -1.43921 0.154
C 2.59072 0.14750 -2.20794 -0.663
C 2.80078 1.26276 -2.99240 -0.459
C 1.89162 2.32075 -3.02316 -0.696
C 0.73611 2.30548 -2.26617 -0.752
C 0.51943 1.19150 -1.47301 0.916
H 0.03414 3.12526 -2.29763 0.373
H 2.09691 3.17187 -3.65531 0.386
H 3.68992 1.32196 -3.60248 0.377
H 3.28854 -0.67371 -2.18557 0.446
S -1.18581 -1.22506 1.00621 -0.262
C -0.27647 -2.82589 1.08908 0.495
C 0.32702 -3.02938 2.46482 -1.365
H 0.86449 -3.97500 2.49237 0.355
H -0.44833 -3.04437 3.22672 0.342
H 1.02422 -2.22370 2.68095 0.379
H 0.48473 -2.73482 0.30949 0.377
C -1.29832 -3.86395 0.68951 0.305
O -1.51487 -4.20526 -0.44139 -0.566
O -1.97842 -4.35035 1.73348 -0.426
H -2.64942 -4.98198 1.43035 0.338
H -2.06286 2.06493 -1.18006 0.363
H -2.38748 0.96942 0.18539 0.416
H -2.17488 3.35521 0.89235 0.406
H 0.15173 1.63749 1.89189 0.268
H -1.50218 1.54428 2.49668 0.261
H -0.55256 3.01620 2.73192 0.402
```

Summary:
Total charge ... 0
ΔE to the lowest compared entry with this formula, charge and spin ... 34.80 kJ/mol
DFT total energy ... -31652.30327 eV
Strongest force on any atom ... 0.75 eV Å⁻¹
Gap between HOMO and LUMO ... 8.6509 eV



Computed, not measured: a single C22H32N4O2 molecule, with wB97M-V/def2-TZVPD.

```
60
Properties=species:S:1:pos:R:3:mulliken_charge:R:1
C -7.04832 -2.73563 0.84864 -0.836
H -8.05976 -3.13492 0.79685 0.238
O -7.12792 -1.43148 0.32438 -0.463
C -5.99538 -0.68608 0.25291 0.854
C -4.73618 -1.10260 0.67314 -0.231
C -3.64900 -0.25464 0.55234 -0.351
C -3.79668 1.00993 0.00131 -0.635
C -5.05835 1.43243 -0.41048 -0.404
C -6.14360 0.59540 -0.28429 -0.724
H -7.12624 0.90793 -0.59900 0.427
H -5.17704 2.41930 -0.83208 0.502
N -2.69734 1.88087 -0.12340 0.423
C -1.54081 1.71304 -0.83401 0.403
N -0.77381 2.76872 -0.73478 -0.497
C -1.43373 3.65514 0.05547 -0.896
C -2.63303 3.13367 0.43289 -0.255
H -3.42182 3.51562 1.04772 0.449
H -1.00153 4.60580 0.29463 0.472
C -1.22551 0.48916 -1.63892 -1.107
N 0.09307 -0.07540 -1.41162 0.031
C 1.16631 0.74723 -1.94681 -0.450
C 2.48794 -0.01142 -1.81479 -1.351
N 2.80802 -0.40789 -0.44711 0.157
C 3.36610 0.68377 0.34906 0.612
C 3.67040 0.29387 1.80191 -0.838
C 4.77196 1.26660 2.20507 -0.784
C 5.68898 1.26407 0.98561 -0.667
H 6.29443 2.16707 0.92172 0.342
H 6.36331 0.40893 1.03861 0.316
C 4.74231 1.11508 -0.21555 -1.093
H 5.11747 0.35546 -0.90067 0.348
H 4.65568 2.05382 -0.76169 0.327
H 5.28401 0.96429 3.11756 0.406
H 4.34891 2.26083 2.35920 0.335
H 2.80032 0.37144 2.45325 0.328
H 4.05411 -0.72734 1.83258 0.302
H 2.69272 1.55610 0.36024 0.197
C 1.67632 -1.11733 0.15118 -0.101
H 1.86976 -1.21463 1.22326 0.578
C 0.34987 -0.35700 -0.01262 -0.575
H -0.46299 -0.97840 0.37306 0.076
H 0.39041 0.57049 0.58654 0.343
C 1.56772 -2.54223 -0.41419 -1.047
H 1.37111 -2.50856 -1.48422 0.369
H 0.72463 -3.04076 0.06700 0.420
C 2.83429 -3.35848 -0.14075 -0.698
O 3.96137 -2.88311 -0.82436 -0.656
H 3.95125 -1.91340 -0.71416 0.420
H 2.68971 -4.39341 -0.46560 0.480
H 3.02541 -3.36686 0.94621 0.243
H 3.29695 0.60435 -2.20643 0.688
H 2.43322 -0.91968 -2.41941 0.256
H 0.96503 0.93158 -3.00434 0.484
H 1.21818 1.71876 -1.43375 0.319
H -1.96992 -0.28436 -1.42666 0.603
H -1.29014 0.73813 -2.70377 0.377
H -2.67968 -0.57614 0.90295 0.446
H -4.58748 -2.07987 1.10380 0.413
H -6.71533 -2.73017 1.89139 0.337
H -6.37970 -3.36707 0.25504 0.338
```

Summary:
Total charge ... 0
ΔE to the lowest compared entry with this formula, charge and spin ... 193.31 kJ/mol
DFT total energy ... -33388.39876 eV
Strongest force on any atom ... 0.68 eV Å⁻¹
Gap between HOMO and LUMO ... 8.6430 eV



Computed, not measured: a molecular structure, C36H10F17GeINO2STc, with wB97M-V/def2-TZVPD.

```
70
Properties=species:S:1:pos:R:3:lowdin_spin:R:1
Tc -1.22767 -1.02793 -0.32469 0.765
F -1.93656 1.73083 4.22049 -0.003
C -1.30428 0.75454 3.56647 -0.001
C -1.58018 0.55692 2.22488 0.029
C -0.90399 -0.45381 1.55579 -0.016
C 0.03053 -1.26901 2.23030 0.015
C 0.26093 -1.02192 3.57472 -0.001
F 1.14139 -1.76042 4.26041 -0.003
C -0.39032 -0.01414 4.26007 0.028
C 0.68956 -2.29029 1.41689 0.022
C 1.64389 -3.20737 1.83039 -0.002
C 2.19411 -4.07765 0.90530 0.031
C 1.79056 -4.03305 -0.42397 -0.002
C 0.83272 -3.11501 -0.77990 0.027
N 0.29683 -2.26642 0.11439 0.001
H -2.31311 1.18339 1.73180 0.001
H -0.19245 0.15961 5.30855 0.001
H 1.95506 -3.23412 2.86089 -0.001
H 2.94213 -4.79213 1.22196 0.002
H 2.20202 -4.69952 -1.16705 -0.001
H 0.46604 -3.03107 -1.79464 0.001
I -8.94862 -5.31049 -0.04437 0.000
C -6.99279 -4.62897 0.12655 0.000
C -6.15139 -5.18745 1.08323 0.000
C -4.84960 -4.73533 1.19020 0.001
C -4.39075 -3.72216 0.35009 0.003
C -5.24072 -3.16461 -0.60056 0.000
C -6.54212 -3.62097 -0.71656 0.000
C -2.99143 -3.28636 0.50365 0.019
O -2.15914 -3.78901 1.20401 0.003
O -2.66768 -2.17543 -0.26141 0.039
H -6.51146 -5.96905 1.73693 0.000
H -4.17763 -5.16017 1.92338 0.000
H -4.88758 -2.37786 -1.25217 0.000
H -7.20339 -3.19451 -1.45739 0.000
F 3.30495 2.02845 -3.69282 0.000
C 3.58167 1.08432 -2.79209 0.001
C 2.77755 0.91659 -1.67397 0.003
C 3.13066 -0.09544 -0.79667 0.001
F 2.38629 -0.29012 0.30475 0.001
C 4.21618 -0.91907 -1.00164 0.000
F 4.50797 -1.89159 -0.14147 0.000
C 5.00299 -0.72147 -2.12643 0.001
F 6.04577 -1.50258 -2.34396 0.000
C 4.68913 0.28451 -3.02480 0.000
F 5.43748 0.46503 -4.10321 0.000
Ge 1.22038 2.01174 -1.29509 0.025
S -0.59392 0.64826 -1.58078 0.000
C 1.11201 2.71494 0.51295 0.001
C 2.15902 2.70360 1.42254 0.000
F 3.34990 2.20274 1.08172 0.000
C 2.03115 3.23412 2.69351 0.000
F 3.04727 3.20020 3.54604 0.000
C 0.83159 3.81973 3.07033 0.000
F 0.69960 4.32867 4.28167 0.000
C -0.22688 3.86701 2.17784 0.000
F -1.38119 4.41556 2.53340 0.000
C -0.06670 3.31342 0.92206 0.001
F -1.10887 3.35331 0.07804 -0.001
C 1.02119 3.47903 -2.54316 0.008
C 0.13397 3.58146 -3.60051 0.000
F -0.70980 2.58476 -3.88099 -0.001
C 0.09520 4.70624 -4.40636 0.000
F -0.76625 4.78446 -5.41218 0.000
C 0.96656 5.75507 -4.16092 0.000
F 0.93533 6.82909 -4.92887 0.000
C 1.87838 5.67743 -3.11826 0.000
F 2.72416 6.67309 -2.89380 0.000
C 1.88781 4.54185 -2.33580 0.002
F 2.79657 4.44651 -1.34970 0.001
```

Summary:
2S+1 ... 2
Total charge ... +1
ΔE to the lowest compared entry with this formula, charge and spin ... 32.22 kJ/mol
DFT total energy ... -166918.83213 eV
Strongest force on any atom ... 0.56 eV Å⁻¹
Gap between HOMO and LUMO (spin up / spin down) ... 5.6557 / 5.9437 eV



Computed, not measured: a molecular structure, C42H78N3O26PbS2 at a distorted geometry, with wB97M-V/def2-TZVPD.

```
152
Properties=species:S:1:pos:R:3:mulliken_charge:R:1
Pb -3.21055 -1.57389 1.03266 1.234
C 1.90054 0.15264 -0.30140 -0.025
C 1.00485 -0.09320 0.91294 0.431
C -0.52075 0.32234 0.73406 0.798
O -1.43611 -0.01604 1.78310 2.059
C -1.26947 0.53708 3.10989 -1.436
N 1.08969 -1.62139 1.14723 1.958
H 1.88871 -2.12442 1.50587 0.135
H 0.43159 -1.80777 1.89037 -0.906
H 0.71168 -2.07081 0.32552 -0.499
H 1.60873 1.02398 -0.88765 -0.754
H 1.68042 -0.62605 -1.03166 -0.027
H 2.96080 -0.00174 -0.10111 0.419
H 1.40803 0.38184 1.80731 0.005
H -0.90755 -0.08444 -0.20029 0.273
H -0.69917 1.38019 0.54117 -1.287
H -1.99374 0.17229 3.83821 0.201
H -1.55874 1.58674 3.05858 0.270
H -0.25800 0.25306 3.40035 0.261
C -5.93131 -1.15703 -1.31369 -2.035
C -6.69297 -0.38878 -0.22744 1.970
C -7.78009 -1.47038 0.19606 -1.336
C -8.47262 -1.01368 1.48814 -0.683
C -7.59625 -0.90550 2.68045 -1.099
C -6.46794 0.17080 2.27626 1.533
N -5.79758 -0.14376 0.96712 0.322
O -4.61732 0.68642 0.69718 -0.022
C -5.39847 -0.08061 3.45199 -1.846
C -6.96390 1.58848 2.43254 -1.665
C -7.34099 0.88268 -0.73137 -1.768
H -5.14113 -0.51783 -1.70756 0.325
H -6.66638 -1.45936 -2.05959 0.452
H -5.51049 -2.09352 -0.94766 0.426
H -7.31486 -2.36364 0.61289 0.213
H -8.55030 -1.86052 -0.46927 0.418
H -9.29161 -1.72010 1.62353 0.476
H -9.03708 -0.10149 1.29481 0.261
H -7.03506 -1.82336 2.85565 0.286
H -8.17932 -0.70106 3.57841 0.379
H -4.96964 -1.07682 3.34348 0.461
H -5.77324 0.14533 4.45028 0.428
H -4.56289 0.60793 3.32614 0.186
H -7.91071 1.84712 1.95845 0.358
H -6.18878 2.26523 2.07295 0.010
H -7.11241 1.93550 3.45510 0.439
H -8.40837 0.71939 -0.88012 0.286
H -7.03235 1.25347 -1.70880 0.417
H -7.25563 1.81256 -0.16912 0.247
C 5.40999 -2.75850 -5.31567 -1.897
C 4.03937 -3.48810 -5.06921 1.444
C 4.21180 -5.00221 -5.27728 -1.271
C 4.99190 -5.72834 -4.15350 -0.709
C 4.24015 -5.56627 -2.84503 -1.222
C 4.07107 -3.97238 -2.47710 1.241
N 3.45698 -3.28109 -3.63095 0.545
O 3.10207 -1.85224 -3.42981 -0.709
C 5.47755 -3.48172 -2.06822 -1.933
C 3.19455 -3.98065 -1.11276 -1.078
C 2.96418 -2.97937 -6.20198 -1.808
H 6.24991 -3.24739 -4.82208 0.443
H 5.46899 -1.75073 -4.90457 0.337
H 5.70737 -2.73132 -6.36398 0.447
H 4.83512 -5.15199 -6.15883 0.430
H 3.24033 -5.37710 -5.59947 0.403
H 6.05668 -5.56759 -3.98471 0.351
H 4.90223 -6.78083 -4.42241 0.377
H 4.91071 -5.91797 -2.06098 0.400
H 3.39007 -6.24383 -2.76516 0.420
H 5.42271 -2.40816 -1.88779 0.238
H 6.17485 -3.67629 -2.88310 0.431
H 5.75912 -3.95366 -1.12690 0.394
H 2.95635 -2.92262 -1.00351 -0.189
H 3.67470 -4.41058 -0.23372 0.299
H 2.26679 -4.50760 -1.33572 0.479
H 2.96405 -1.89182 -6.27489 0.308
H 1.96188 -3.40001 -6.12112 0.393
H 3.28170 -3.32176 -7.18689 0.471
S -1.33202 -3.02289 3.12698 1.081
O -1.25782 -2.94210 1.61615 -1.050
O -1.36454 -4.46654 3.28720 -0.732
O -0.10808 -2.43239 3.55008 -0.736
O -2.54717 -2.29620 3.38506 -0.603
S -1.22313 -3.10773 -1.48525 0.788
O 0.04700 -2.50632 -1.40310 -1.061
O -1.14719 -4.31892 -0.63260 -0.744
O -2.33915 -2.23064 -1.08355 -0.434
O -1.24959 -3.36638 -2.89814 -0.745
C 3.74230 1.72745 4.98533 -1.434
C 3.67870 2.64786 3.73814 0.411
C 4.91738 3.59784 3.50071 -0.497
O 5.30025 3.21466 2.10041 -0.428
C 4.53378 2.17811 1.64622 0.539
O 4.66410 1.62952 0.52738 -0.569
O 3.75168 1.73010 2.63778 0.061
H 4.45459 0.93534 4.75443 0.310
H 2.75547 1.35099 5.25466 0.339
H 4.11315 2.35204 5.79801 0.423
H 2.72472 3.11439 3.49241 0.205
H 5.69002 3.32778 4.22057 0.425
H 4.59279 4.61429 3.72332 0.295
C 0.18853 4.07180 -4.91094 -1.631
C 0.57927 3.37062 -3.64238 0.935
C -0.45933 2.99178 -2.57276 0.896
O -0.54134 1.61637 -2.50965 -0.178
C 0.38928 1.05864 -3.25658 0.219
O 0.63959 -0.16034 -3.24024 -0.404
O 0.88143 2.00891 -4.09139 -0.383
H 1.04712 4.46315 -5.45661 0.382
H -0.49655 4.91942 -4.89369 0.327
H -0.28775 3.33671 -5.55970 0.437
H 1.41602 3.85870 -3.14267 0.013
H -1.40816 3.49933 -2.74662 0.111
H -0.29626 3.42858 -1.58751 -0.688
C 1.80997 7.46871 -0.43030 -1.556
C 2.42252 6.07899 -0.54167 0.457
C 3.23303 5.75481 0.69788 -0.846
O 2.53426 4.77187 1.42207 -0.293
C 1.50977 4.33071 0.71591 0.142
O 0.92356 3.25237 0.90875 -0.154
O 1.39662 5.08266 -0.42416 -0.116
H 2.60385 8.20053 -0.57957 0.444
H 1.46631 7.76934 0.55946 0.367
H 0.95351 7.71247 -1.05891 0.313
H 3.01833 5.91716 -1.43996 0.338
H 3.35217 6.57841 1.40185 0.441
H 4.26129 5.60167 0.37025 0.235
C 4.08601 -2.98973 3.95709 -1.511
C 3.74196 -4.37680 3.30727 0.481
C 2.98922 -5.37827 4.31445 -0.581
O 1.93719 -5.82719 3.53778 -0.371
C 1.76362 -5.07350 2.43500 0.490
O 0.77990 -5.20289 1.66810 -0.421
O 2.78545 -4.20330 2.24138 -0.119
H 4.48132 -3.01988 4.97242 0.448
H 3.26606 -2.27569 4.03408 0.269
H 4.74311 -2.48344 3.24998 0.429
H 4.64028 -4.91887 3.01183 0.217
H 2.79795 -4.77620 5.20272 0.283
H 3.63996 -6.14635 4.73238 0.344
C -4.91868 4.73700 -0.30122 -1.601
C -3.62564 4.56900 0.56428 0.889
C -2.51953 4.01957 -0.28262 -0.085
O -1.57380 4.96264 -0.25173 0.031
C -1.95660 6.00186 0.54325 0.426
O -1.30779 6.91591 1.00626 -0.626
O -3.25576 5.86710 0.84828 -0.426
H -5.26849 3.72972 -0.52734 0.221
H -4.60552 5.35113 -1.14553 0.464
H -5.67594 5.36111 0.17326 0.415
H -3.81373 3.99659 1.47262 0.168
H -2.80980 3.75058 -1.29824 0.221
H -2.06946 3.22058 0.30659 -0.289
```

Summary:
Total charge ... -3
DFT total energy ... -129430.57443 eV
Strongest force on any atom ... 8.03 eV Å⁻¹
Gap between HOMO and LUMO ... 1.3928 eV



The highest strongest force on any atom belongs to which entry? C42H78N3O26PbS2



What is the DFT total energy in the second record? -33388.39876 eV